1.
A structure of composition C18H40Br9NO9P2 at a distorted geometry, computed with wB97M-V/def2-TZVPD.

Computed properties:
* net charge: 0
* LUMO level: -0.30 eV
* HOMO level: -9.17 eV
* orbital gap: 8.9 eV

Geometry as XYZ:
```
79
Properties=species:S:1:pos:R:3:forces:R:3
C 1.970 -0.533 -1.107 0.492 -1.950 0.271
O 1.802 -1.221 -0.110 -0.556 0.346 0.419
N 1.253 -0.666 -2.226 0.466 0.929 -0.880
C 1.699 -0.023 -3.446 -1.010 -0.237 -1.298
C 0.114 -1.559 -2.331 0.813 -0.912 1.148
H 2.888 0.058 -1.185 -0.170 0.600 -0.270
H 0.819 0.423 -3.916 0.277 0.752 0.202
H 1.995 -0.736 -4.226 0.183 -0.234 0.428
H 2.549 0.646 -3.341 -0.234 0.209 0.432
H -0.665 -1.273 -1.626 -0.370 0.305 -0.450
H -0.188 -1.701 -3.362 -0.296 0.506 0.003
H 0.430 -2.546 -1.967 0.058 -0.038 -0.065
C 4.805 2.097 -0.110 0.374 -0.074 0.257
Br 5.396 3.757 0.685 0.000 -0.068 -0.276
Br 4.241 0.895 1.284 -0.201 0.073 -0.238
Br 6.167 1.250 -1.186 0.075 0.123 -0.018
H 4.008 2.319 -0.806 -0.223 -0.007 0.283
C -1.747 -2.508 1.243 -0.660 1.088 0.016
Br -3.463 -2.917 0.389 0.604 -0.101 0.137
Br -1.414 -3.561 2.782 0.070 -0.410 -0.029
Br -1.778 -0.618 1.776 0.022 -0.263 -0.247
H -0.952 -2.583 0.513 0.003 -0.260 0.026
C 4.943 -3.603 -3.895 -0.494 -1.201 -1.073
Br 5.618 -4.822 -2.527 -0.485 0.762 -0.386
Br 3.047 -3.088 -3.755 1.251 -0.347 0.477
Br 5.106 -4.497 -5.668 0.120 0.281 0.604
H 5.598 -2.751 -3.999 -0.220 0.210 0.428
C -4.694 0.563 -2.017 0.020 0.662 0.213
C -4.851 0.742 -3.535 0.803 -1.036 0.799
O -3.565 0.421 -4.150 -0.024 0.678 -0.609
P -2.650 1.507 -4.850 -0.800 0.846 0.732
O -1.220 1.256 -4.654 -0.032 -0.084 -0.380
O -3.213 1.649 -6.331 0.007 -0.146 0.498
C -2.474 2.491 -7.240 -0.033 -1.000 -1.205
C -1.838 1.634 -8.359 0.866 1.585 1.295
O -3.156 2.913 -4.229 0.067 -0.394 -0.868
C -2.518 3.513 -3.107 -0.003 -0.225 0.626
C -3.458 4.517 -2.475 -0.404 -0.361 0.235
H -5.078 1.440 -1.488 -0.609 -0.315 0.000
H -5.163 -0.364 -1.700 -0.085 0.151 0.289
H -3.668 0.561 -1.645 0.221 -0.330 -0.588
H -5.506 -0.041 -3.903 -0.271 0.278 -0.205
H -5.217 1.735 -3.769 0.183 0.031 -0.397
H -3.143 3.165 -7.777 -0.289 0.233 0.746
H -1.707 3.033 -6.691 -0.018 0.108 -0.057
H -2.506 1.389 -9.174 -0.149 -0.382 0.172
H -1.088 2.350 -8.721 0.080 -0.438 -0.502
H -1.297 0.822 -7.881 -0.154 -0.351 -0.405
H -2.290 2.704 -2.402 0.402 0.342 0.020
H -1.614 4.048 -3.415 0.039 -0.430 -0.116
H -4.073 4.973 -3.252 0.313 0.428 0.035
H -4.169 4.068 -1.777 0.116 -0.206 -0.069
H -2.865 5.225 -1.896 -0.186 0.280 -0.206
C 0.842 -3.146 9.306 0.648 -0.107 -0.026
C -0.108 -2.961 8.142 0.279 -0.284 1.126
O 0.624 -2.268 7.106 -0.844 0.086 -0.050
P -0.138 -1.098 6.330 0.057 0.640 -0.908
O -1.584 -0.956 6.562 0.830 -0.183 -0.001
O 0.751 0.192 6.709 -0.153 -0.911 0.726
C 1.017 1.284 5.847 -0.181 0.226 -0.923
C 2.512 1.582 5.741 -0.572 -0.119 -1.011
O 0.219 -1.384 4.796 -0.228 0.064 0.810
C 1.569 -1.753 4.422 -0.103 0.983 -0.051
C 1.862 -1.074 3.097 -0.112 -1.149 -0.904
H 1.011 -2.204 9.826 -0.031 -0.140 0.213
H 0.549 -3.956 9.975 -0.479 0.352 0.193
H 1.811 -3.501 8.944 -0.018 0.233 -0.237
H -0.456 -3.966 7.889 0.095 0.226 -0.965
H -0.982 -2.376 8.419 -0.036 0.017 -0.025
H 0.633 1.004 4.857 0.352 0.119 -0.057
H 0.423 2.172 6.086 0.114 -0.193 0.679
H 3.080 1.803 6.639 -0.345 -0.132 0.276
H 2.955 0.745 5.197 0.327 0.006 0.256
H 2.592 2.437 5.063 0.132 0.063 0.104
H 2.249 -1.432 5.214 0.116 -0.100 -0.028
H 1.607 -2.838 4.352 0.025 -0.012 -0.145
H 2.691 -1.578 2.592 0.275 0.222 0.228
H 1.049 -1.287 2.401 -0.163 0.054 0.144
H 2.003 0.003 3.045 0.070 0.035 0.622
```
Forces are in eV/Å.

---

2.
The molecule C17H15ClN4O3S at a distorted geometry, computed with wB97M-V/def2-TZVPD.

Computed properties:
* net charge: 0
* ΔE to the lowest compared entry with this formula, charge and spin: 0.037 eV
* LUMO level: 0.28 eV
* HOMO level: -8.05 eV
* orbital gap: 8.3 eV

Geometry as XYZ:
```
41
Properties=species:S:1:pos:R:3:forces:R:3
C -2.571 -3.426 -2.001 -0.099 0.125 0.086
C -2.492 -1.976 -2.385 -0.095 -0.612 0.988
N -2.439 -1.001 -1.559 0.724 0.609 -1.843
N -2.528 -1.111 -0.253 -0.852 -0.435 1.772
C -1.631 -1.444 0.562 0.699 -0.097 -0.814
N -1.822 -1.390 1.925 -0.684 -0.039 0.229
C -0.778 -1.636 2.754 0.096 -0.348 -0.033
O -0.807 -1.556 3.956 0.071 0.075 0.171
C 0.449 -2.109 1.975 0.205 0.063 -0.173
C 1.664 -1.255 2.330 -0.399 -0.020 -0.004
C 1.352 0.225 2.124 0.454 -0.376 0.078
O 0.231 0.628 1.920 -0.117 0.184 -0.017
N 2.462 1.006 2.216 0.382 -0.079 0.059
C 2.565 2.398 2.107 -0.037 0.416 -0.033
C 1.480 3.215 1.804 -0.110 -0.151 -0.006
C 1.651 4.583 1.706 0.267 0.110 0.042
C 2.903 5.141 1.908 -0.056 -0.210 0.010
Cl 3.113 6.852 1.784 0.027 0.230 -0.016
C 3.991 4.338 2.210 -0.103 0.056 -0.032
C 3.819 2.972 2.308 -0.159 -0.050 -0.025
S 0.021 -2.030 0.209 -0.251 0.062 -0.120
C -2.476 -1.644 -3.789 0.148 1.446 -0.541
C -2.392 -0.426 -4.423 -0.052 -0.721 0.545
C -2.412 -0.699 -5.805 -0.034 -0.590 -0.211
C -2.504 -2.055 -5.918 0.047 0.699 -0.563
O -2.544 -2.633 -4.710 -0.010 -0.416 0.363
H -1.564 -3.840 -1.945 0.021 -0.096 0.007
H -3.134 -3.986 -2.743 -0.004 -0.079 0.004
H -3.041 -3.530 -1.024 0.016 -0.018 0.038
H -2.676 -0.987 2.281 0.073 -0.042 0.018
H 0.651 -3.154 2.227 -0.108 0.173 0.090
H 1.894 -1.411 3.388 0.058 -0.011 -0.037
H 2.524 -1.554 1.729 0.025 0.013 0.080
H 3.336 0.539 2.417 -0.230 -0.026 -0.054
H 0.508 2.779 1.647 -0.013 0.000 -0.004
H 0.810 5.216 1.470 -0.064 0.071 -0.020
H 4.963 4.779 2.367 0.075 0.054 0.010
H 4.667 2.345 2.544 0.096 -0.065 0.028
H -2.327 0.527 -3.941 0.008 0.178 0.171
H -2.365 0.010 -6.606 0.004 0.086 -0.211
H -2.548 -2.701 -6.772 -0.016 -0.167 -0.032
```
Forces are in eV/Å.

---

3.
The molecule C4H4I2 at a distorted geometry, computed with wB97M-V/def2-TZVPD.

Computed properties:
* net charge: 0
* ΔE to the lowest compared entry with this formula, charge and spin: 0.520 eV
* LUMO level: -0.06 eV
* HOMO level: -8.78 eV
* orbital gap: 8.7 eV

Geometry as XYZ:
```
10
Properties=species:S:1:pos:R:3:forces:R:3
I -1.927 -0.803 2.360 1.219 0.004 -0.114
C 0.152 -0.385 1.947 -2.407 -0.138 -0.150
C 0.591 -0.064 0.759 1.554 1.777 -1.747
C -0.161 0.033 -0.492 -1.331 0.081 -4.479
C 0.254 0.229 -1.828 -2.636 -0.336 3.107
I -1.152 0.352 -3.501 0.732 -0.135 1.281
H 0.750 -0.179 2.774 0.639 -0.149 1.495
H 1.613 0.433 0.765 -1.057 -1.052 -0.233
H -1.302 -0.055 -0.526 1.708 -0.111 0.869
H 1.182 0.439 -2.258 1.579 0.059 -0.028
```
Forces are in eV/Å.

---

4.
A cluster of 2 separate species, C2H8NSe in total at a distorted geometry, computed with wB97M-V/def2-TZVPD.

Computed properties:
* net charge: +1
* ΔE to the lowest compared entry with this formula, charge and spin: 4.322 eV
* LUMO level (spin up / spin down): -5.14 / -5.33 eV
* HOMO level (spin up / spin down): -13.37 / -13.66 eV
* orbital gap (spin up / spin down): 8.2 / 8.3 eV

Geometry as XYZ:
```
12
Properties=species:S:1:pos:R:3:forces:R:3
C -0.395 -1.336 0.253 -0.247 -3.154 -2.517
C 0.256 -0.108 -0.271 0.534 0.666 -2.399
N -0.476 1.109 0.258 3.240 -0.334 1.183
Se 2.253 0.011 -0.066 -1.854 -3.445 0.457
H 0.137 -2.331 0.100 0.359 1.593 -0.032
H -1.324 -1.702 -0.312 0.654 1.419 1.158
H -0.456 -1.303 1.310 -0.670 0.261 1.254
H -0.295 0.411 -2.168 0.855 -1.017 2.623
H -0.569 1.026 1.320 1.328 1.031 -1.061
H -1.419 0.965 0.073 -2.372 0.443 -1.759
H 0.061 1.911 -0.232 -1.938 -0.863 1.681
H 2.226 1.347 -0.265 0.111 3.401 -0.588
```
Forces are in eV/Å.

---

5.
A cluster of 4 separate species, C16H40BNO7P in total at a distorted geometry, computed with wB97M-V/def2-TZVPD.

Computed properties:
* net charge: -1
* LUMO level: 2.46 eV
* HOMO level: -5.07 eV
* orbital gap: 7.5 eV

Geometry as XYZ:
```
66
Properties=species:S:1:pos:R:3:forces:R:3
C 2.246 3.839 0.000 0.037 -0.186 -0.764
C 1.898 2.569 -0.949 0.535 0.460 1.128
C 2.071 1.223 -0.077 0.730 0.030 -0.743
C 2.117 -0.084 -1.034 -0.772 0.451 0.045
C 0.688 -0.888 -1.125 0.966 0.329 -1.357
C -0.160 -0.284 -2.377 0.475 -0.841 -0.038
C -1.649 -0.873 -2.488 0.614 -0.745 0.454
C -2.593 -0.595 -1.219 0.204 -0.708 -0.550
B -3.318 0.881 -1.198 -0.587 -1.708 0.897
C -4.273 0.906 0.178 -0.013 0.391 0.055
O -5.701 0.852 -0.212 2.714 -0.631 -0.245
O -6.376 1.368 0.867 -1.686 0.744 2.290
N -4.296 0.988 -2.415 0.103 5.993 -2.622
C -4.369 2.208 -2.799 -1.812 -0.147 0.635
O -4.609 3.403 -3.079 1.312 -5.279 0.810
P -2.105 2.364 -1.036 2.240 -0.468 2.687
O -1.091 2.151 0.136 -1.351 0.452 -1.843
H 2.343 4.804 -0.632 -0.186 -1.467 0.988
H 3.265 3.654 0.512 -1.643 0.329 -0.709
H 1.439 4.006 0.786 1.158 -0.323 -1.071
H 0.863 2.698 -1.407 1.352 -0.359 0.790
H 2.672 2.549 -1.790 -0.975 -0.063 0.991
H 1.297 1.129 0.760 0.931 0.182 -1.380
H 3.118 1.310 0.416 -1.595 -0.084 -0.636
H 2.990 -0.760 -0.728 -1.345 0.714 -0.263
H 2.376 0.297 -2.097 -0.387 -0.717 1.569
H 0.958 -1.967 -1.446 -0.711 1.542 0.869
H 0.098 -0.865 -0.146 1.029 -0.012 -1.410
H -0.090 0.857 -2.406 -0.325 -1.548 0.251
H 0.409 -0.654 -3.318 -0.832 0.687 1.326
H -2.099 -0.524 -3.482 0.324 -0.274 1.540
H -1.546 -2.023 -2.577 0.017 1.717 0.029
H -2.077 -0.804 -0.203 -0.490 0.291 -1.758
H -3.460 -1.365 -1.282 1.199 1.178 0.127
H -4.144 1.876 0.786 -0.190 -1.463 -0.667
H -4.022 -0.023 0.812 -0.539 1.345 -0.520
H -6.000 0.953 1.678 -0.173 0.007 -0.840
H -2.886 3.529 -0.737 0.232 -0.096 -0.602
H -1.410 2.651 -2.275 -0.523 0.241 0.356
C 2.476 -3.573 1.760 0.086 -0.145 -0.177
C 2.729 -2.153 2.228 -0.346 -0.197 0.128
O 1.501 -1.449 2.333 0.013 0.172 0.085
H 1.970 -3.573 0.791 0.080 0.091 0.039
H 3.414 -4.127 1.668 -0.053 -0.049 0.022
H 1.823 -4.101 2.462 0.108 -0.008 0.056
H 3.363 -1.623 1.514 -0.190 0.103 0.061
H 3.226 -2.145 3.204 0.211 -0.066 -0.043
H 0.952 -1.920 2.973 0.056 0.153 -0.182
C -1.478 -5.839 -2.583 -0.092 -0.072 -0.178
C -0.281 -4.983 -2.216 -0.268 -0.102 0.345
O -0.637 -4.047 -1.209 0.111 -0.009 0.056
H -2.301 -5.214 -2.940 0.131 -0.002 -0.016
H -1.219 -6.560 -3.362 -0.056 -0.024 0.044
H -1.847 -6.383 -1.708 0.088 -0.059 -0.045
H 0.071 -4.425 -3.087 -0.025 0.118 0.181
H 0.543 -5.602 -1.846 0.081 -0.099 -0.194
H -0.939 -4.546 -0.439 0.029 0.177 -0.154
C 2.698 3.264 5.116 -0.056 -0.058 0.156
C 2.474 3.180 3.618 0.226 0.190 0.093
O 2.476 4.482 3.047 -0.023 0.211 0.141
H 1.919 3.870 5.586 -0.003 -0.099 -0.073
H 2.693 2.269 5.568 0.036 0.052 0.026
H 3.655 3.747 5.338 0.033 -0.110 -0.009
H 1.509 2.717 3.402 0.084 0.158 -0.148
H 3.258 2.584 3.139 -0.094 -0.199 0.042
H 3.335 4.882 3.234 -0.202 -0.091 -0.079
```
Forces are in eV/Å.

---

6.
A structure of composition C22H43N2O6Rb at a distorted geometry, computed with wB97M-V/def2-TZVPD.

Computed properties:
* net charge: -2
* ΔE to the lowest compared entry with this formula, charge and spin: 19.519 eV
* LUMO level: 3.97 eV
* HOMO level: 1.19 eV
* orbital gap: 2.8 eV

Geometry as XYZ:
```
74
Properties=species:S:1:pos:R:3:forces:R:3
Rb -0.189 1.338 -0.533 1.960 2.890 8.532
O 1.603 3.834 -2.662 -0.072 0.600 -1.457
C 0.885 3.198 -1.732 3.892 -0.951 6.031
O 1.483 2.785 -0.691 2.441 3.556 -2.560
O -0.320 3.064 -1.875 -2.829 3.680 -4.551
H 0.762 3.974 -3.104 -0.003 1.112 -2.073
C -0.861 3.921 1.270 1.793 -0.813 -0.105
C -1.563 2.768 1.982 -1.072 -0.620 -0.355
C -3.029 2.841 1.423 0.117 0.401 -0.518
C -3.867 1.600 1.494 0.389 0.348 -0.392
C -3.097 0.379 1.081 0.021 0.526 1.947
C -1.749 0.178 1.852 -0.488 1.623 0.733
N -0.920 1.445 1.695 -1.182 -0.835 2.073
O 0.471 1.268 2.018 -2.620 1.015 1.396
C -1.143 -1.087 1.205 3.075 3.284 5.708
C -2.039 -0.219 3.340 0.682 0.101 -0.254
C -1.719 3.100 3.445 -0.204 -0.096 1.071
H -1.268 4.917 1.444 -0.490 -0.146 0.071
H -0.759 3.703 0.207 -0.359 0.407 0.033
H 0.173 3.927 1.614 0.191 0.080 0.123
H -3.044 3.237 0.408 0.374 -0.133 -0.248
H -3.612 3.556 2.003 0.353 0.629 0.112
H -4.681 1.679 0.773 -0.496 0.247 0.237
H -4.263 1.627 2.510 -0.235 -0.951 0.085
H -2.928 0.315 0.007 -0.425 1.458 0.605
H -3.743 -0.449 1.374 -0.148 -0.554 -0.163
H -1.851 -1.890 1.408 0.050 -0.019 0.069
H -0.204 -1.364 1.684 0.280 0.505 0.096
H -1.042 -0.924 0.132 2.503 3.966 4.726
H -2.820 0.339 3.858 -0.288 -0.016 -0.285
H -1.132 -0.055 3.921 0.280 0.102 -0.173
H -2.221 -1.293 3.371 -0.414 -0.141 0.260
H -1.918 4.167 3.547 0.042 0.217 0.194
H -0.896 2.814 4.101 0.309 -0.020 -0.332
H -2.609 2.585 3.807 -0.095 -0.087 0.337
C 2.578 -2.415 0.982 0.369 -0.265 0.252
C 3.339 -1.468 0.075 0.198 -0.376 -0.758
C 4.233 -2.439 -0.882 -0.878 0.714 0.933
C 3.385 -3.116 -1.961 0.436 1.183 -0.238
C 2.466 -2.040 -2.713 1.088 -2.312 1.838
C 1.541 -1.270 -1.766 0.685 1.286 0.705
N 2.365 -0.579 -0.682 -0.129 -0.031 -0.252
O 1.428 0.235 0.210 6.724 -6.335 -0.332
C 0.326 -2.145 -1.281 2.405 -0.492 -1.162
C 1.063 -0.107 -2.712 0.809 -0.193 1.033
C 4.338 -0.650 0.919 0.352 -0.105 -0.492
H 3.272 -2.909 1.662 0.165 -0.111 0.286
H 2.168 -3.204 0.352 -0.521 0.042 0.374
H 1.855 -1.846 1.567 -0.249 -0.067 -0.246
H 4.672 -3.224 -0.267 -0.417 -0.311 0.638
H 5.186 -2.018 -1.201 -0.366 0.951 -0.773
H 2.913 -3.967 -1.471 -0.841 0.206 -0.177
H 4.093 -3.603 -2.632 -0.045 0.051 -0.598
H 1.879 -2.600 -3.441 -0.096 0.252 -0.407
H 3.161 -1.332 -3.164 -0.154 -0.038 -0.236
H -0.305 -1.806 -0.460 4.893 -0.578 -2.006
H 0.694 -3.142 -1.040 0.028 -0.168 0.174
H -0.289 -2.275 -2.172 0.160 -0.395 0.455
H 1.978 0.448 -2.921 -0.102 0.196 -0.032
H 0.374 0.549 -2.180 1.108 -0.947 -2.212
H 0.665 -0.489 -3.652 0.143 0.091 0.007
H 4.856 0.091 0.310 -0.818 0.802 0.023
H 5.232 -1.216 1.182 -0.107 -1.047 0.246
H 3.933 -0.302 1.869 -0.244 0.537 -0.407
C -1.807 -1.268 -3.178 0.000 -0.288 -0.146
C -1.772 -0.662 -1.811 -0.147 1.148 -0.335
O -1.492 0.527 -1.677 -9.807 -5.704 -6.842
C -2.121 -1.517 -0.667 -6.126 -3.693 -4.648
H -0.869 -1.075 -3.698 -0.643 0.106 -0.174
H -2.658 -0.773 -3.645 0.003 -0.214 -0.446
H -1.944 -2.344 -3.071 -0.290 0.072 -0.489
H -1.251 -1.847 -0.098 -4.462 -3.479 -2.753
H -2.583 -2.381 -1.143 -0.702 -0.504 -0.152
H -2.794 -1.098 0.082 0.242 -1.350 -1.623
```
Forces are in eV/Å.